{"formula": "C4H34HgO14V", "method": "ωB97M-V/def2-TZVPD", "e_above_lowest_kcal_mol": 0.0, "spin_multiplicity": 4, "energy_ha": -2322.951574, "homo_energy_ha": [-0.521, -0.521], "charge": 2, "e_lumo_ev": [-8.14, -8.19], "homo_lumo_gap_ev": [6.0, 6.0], "symbols": ["H", "O", "C", "H", "H", "H", "C", "H", "O", "H", "H", "H", "O", "H", "H", "H", "H", "H", "O", "H", "O", "O", "O", "O", "H", "C", "H", "H", "O", "O", "H", "H", "H", "H", "O", "H", "H", "H", "H", "H", "Hg", "V", "O", "H", "O", "H", "H", "C", "H", "H", "H", "H", "O", "H"], "positions_angstrom": [[-2.64243, 2.88287, -3.49766], [3.01408, -0.35684, -2.02670], [4.04619, 0.34607, -1.40604], [-4.12420, -2.11919, 0.48347], [5.23521, -1.40591, -0.97053], [-0.44627, -3.10552, 1.85095], [0.09216, -0.12744, 0.10070], [-0.54536, 0.06352, -2.67117], [0.72283, -1.87507, -3.57578], [-1.48187, 1.29218, -0.23732], [0.71892, -0.92692, -3.86388], [4.20719, 1.25316, -2.01217], [1.45189, 3.03863, -1.56212], [0.99411, 2.79496, 3.34957], [-0.03743, 3.76034, 2.76155], [6.07920, 0.11625, -0.63388], [-0.76690, 1.46339, -3.27079], [-4.70929, 0.91894, 3.00421], [-2.21293, 2.51939, -2.71011], [3.72090, 0.69320, -0.41127], [0.10400, 3.14317, 3.49020], [-1.19398, 0.53213, 3.89658], [-3.81705, 1.12196, 2.69727], [-0.22232, -1.16087, -0.82302], [-0.13495, -2.21948, -3.84830], [5.37686, -0.36879, -1.30684], [-1.85764, -2.55106, 2.17119], [0.54690, -0.59121, 0.99334], [-1.36308, -3.02075, 1.48381], [-0.26685, 0.62730, -3.39778], [-1.98969, 0.61213, 3.34505], [-5.48547, 0.47440, 0.00582], [-4.63200, 1.40786, -0.86154], [-0.73667, 1.42396, 1.30063], [3.01917, -2.32144, 0.56749], [3.94008, -2.62150, 0.62175], [0.86073, 0.55994, -0.26688], [-3.65509, -0.83188, -0.27514], [2.35915, 3.14786, -1.87070], [5.81812, -0.46423, -2.30033], [1.90730, -2.10471, -1.53289], [-1.59905, -2.74295, -0.75746], [-4.57024, 0.65240, -0.25836], [-0.66989, 1.32586, 3.68247], [1.09118, -2.67871, 2.82104], [0.80035, -1.97543, 3.42939], [-3.78488, 0.80742, 1.78415], [-1.07219, 0.67835, 0.57911], [2.61926, -2.49245, 1.44158], [-1.92034, 0.14183, 1.00094], [-2.08498, 3.28290, -2.12964], [1.24834, 2.11697, -1.75467], [-3.38634, -1.75917, -0.02819], [1.43525, -3.37781, 3.39894]], "forces_ev_per_a": [[0.1, 0.0, 0.1], [-0.7, -0.6, -0.7], [0.0, 0.3, 0.9], [0.1, -0.2, -0.1], [-0.1, 0.1, 0.2], [-0.3, 0.2, 0.0], [0.5, -0.4, 1.7], [-0.1, 0.1, 0.4], [-0.2, 0.1, -0.3], [0.0, -0.2, -0.1], [0.1, -0.3, 0.3], [-0.2, -0.1, 0.0], [-0.1, -0.1, 0.1], [0.0, 0.3, 0.1], [0.0, 0.0, 0.1], [0.0, 0.1, 0.0], [0.2, -0.4, -0.1], [0.1, 0.1, 0.2], [-0.3, 0.2, 0.1], [0.1, 0.0, 0.0], [0.1, -0.4, -0.3], [0.3, -0.3, -0.6], [0.0, -0.4, -0.3], [-1.2, -2.0, -0.8], [0.2, 0.0, -0.3], [-0.1, -0.7, -0.5], [-0.1, 0.1, -0.3], [0.0, 0.0, -0.2], [0.6, -0.3, -0.8], [-0.1, 0.2, 0.0], [0.0, 0.2, 0.5], [0.1, 0.1, -0.1], [0.2, -0.1, 0.0], [0.1, -0.2, 0.2], [0.1, -0.4, 0.6], [-0.1, 0.1, -0.1], [-0.1, -0.3, -0.5], [0.0, -0.2, 0.0], [-0.1, 0.1, 0.0], [0.1, 0.1, 0.1], [0.8, 1.8, -0.1], [0.6, 2.6, 2.2], [-0.3, -0.2, 0.0], [-0.4, 0.0, 0.3], [-0.1, -0.1, 0.2], [0.1, 0.0, -0.2], [-0.2, 0.3, 0.0], [-0.8, 1.2, -0.8], [-0.1, 0.1, -0.2], [0.3, -0.4, 0.2], [0.1, -0.1, -0.2], [0.1, 0.0, -0.3], [0.2, -0.1, -0.5], [-0.1, 0.1, 0.0]]}



{"formula": "C4H34N3O11S", "method": "ωB97M-V/def2-TZVPD", "e_above_lowest_kcal_mol": 0.0, "spin_multiplicity": 1, "energy_ha": -1562.926904, "homo_energy_ha": -0.149, "charge": -1, "e_lumo_ev": 2.40, "homo_lumo_gap_ev": 6.5, "symbols": ["H", "H", "H", "H", "O", "H", "H", "H", "O", "H", "H", "O", "C", "H", "H", "H", "H", "H", "H", "H", "N", "H", "H", "C", "H", "O", "C", "H", "H", "O", "H", "O", "O", "N", "H", "O", "O", "S", "C", "H", "H", "H", "H", "H", "O", "H", "O", "H", "H", "H", "N", "H", "H"], "positions_angstrom": [[2.89677, 1.17950, 2.01355], [0.80633, 1.95592, -0.92227], [-4.14025, 0.48467, -1.18206], [-1.20417, 1.05688, -0.63075], [2.50615, 0.44473, -3.51970], [3.67843, 1.38795, 0.62680], [-0.52706, -2.84775, -2.82192], [0.75318, 0.62736, 1.16679], [0.85800, 2.55946, -1.66718], [0.79251, -1.92694, 1.22508], [1.15269, 3.34408, -1.15619], [1.00795, -2.68318, 0.64478], [-0.55394, -0.81844, -2.29757], [-1.05900, -4.16224, -1.19855], [-1.81255, -0.47418, -0.14787], [-1.62761, -1.02689, -2.12124], [-1.92100, -2.82958, 1.87791], [0.97199, -0.37413, -0.74465], [-3.10102, -2.28843, 1.12651], [0.45193, 4.08740, 1.00700], [0.00489, -0.70092, -0.90253], [-1.51058, -0.81407, 2.32713], [-0.38850, 0.01076, -2.97245], [-0.28697, 0.45852, 1.29112], [1.81314, -0.05887, 4.19151], [3.30649, -1.62600, -0.05526], [-0.89877, 0.14147, -0.09323], [1.36711, 1.53177, 3.64761], [3.13247, -1.87155, -0.96296], [-4.31259, -0.45649, -1.35765], [-1.93856, 1.42720, 2.11631], [-2.80065, -2.48137, 2.03858], [2.82465, 1.33505, 1.06014], [0.06439, -2.03456, -2.86256], [1.59301, 3.14752, 1.06189], [1.79460, 0.62688, 3.52697], [-1.09753, -4.27608, -0.23196], [-0.24076, 2.66859, 3.10042], [-1.02596, 1.74841, 1.70641], [0.94691, -2.26143, -2.45086], [-2.62386, 3.44678, -1.20713], [-1.12853, 2.40468, 0.84394], [-3.47181, -0.87668, -1.51559], [-1.37001, 2.86309, -2.00411], [-2.31793, 2.80437, -1.84862], [-0.09622, -0.37640, 3.15138], [1.34376, 3.99564, 0.66643], [-0.48934, -3.60840, 0.10957], [2.43656, 0.85697, -2.64965], [1.98323, -0.34929, -3.41891], [-0.51478, -0.69887, 2.19504], [2.86711, -2.32673, 0.45906], [1.10566, -2.34621, -0.23852]], "forces_ev_per_a": [[0.1, -0.3, 0.1], [-0.1, -0.5, 0.1], [0.2, -0.5, -0.2], [0.4, -0.2, 0.2], [0.2, 0.0, 0.3], [0.2, -0.1, 0.4], [0.0, 0.0, 0.1], [1.0, 0.1, 0.0], [0.1, 0.4, 0.1], [-0.6, 0.1, -0.1], [-0.1, 0.0, -0.2], [0.3, -1.5, 1.1], [1.6, -2.0, 2.0], [-0.1, -0.1, 0.7], [-0.1, 0.3, 1.1], [0.6, 0.4, -0.5], [0.3, -0.2, 0.1], [-0.5, 0.1, -1.0], [0.0, -0.2, 0.7], [-0.3, 0.2, 0.6], [-0.7, 1.2, -0.8], [-0.2, 0.0, 0.1], [-0.1, 0.5, 0.1], [-2.9, -0.2, -0.8], [-0.3, 0.6, 0.7], [0.4, 0.0, 0.1], [0.3, -0.9, -0.8], [-0.7, -0.8, 0.5], [0.2, -0.1, -0.4], [-0.7, 0.5, 0.2], [-1.7, -0.2, 0.0], [-0.6, 0.2, -0.9], [-0.4, 0.4, -0.6], [-0.6, 0.4, -1.3], [0.3, 0.0, 0.3], [1.3, -0.1, -1.1], [-0.5, -0.2, -0.9], [-0.2, 0.5, -0.1], [2.2, 0.0, 1.1], [0.3, 0.0, 0.3], [0.5, 0.2, 0.1], [-0.2, 0.0, 0.0], [0.4, 0.1, 0.0], [0.3, 0.4, 0.4], [-0.7, -0.6, -0.5], [-1.1, -0.7, -2.2], [0.3, 0.0, -0.8], [0.5, 0.2, 0.3], [-0.1, 0.4, -0.1], [-0.3, -0.4, -0.3], [2.0, 1.5, 1.9], [0.0, 0.3, 0.0], [-0.5, 0.7, -0.2]]}



{"formula": "C4H34NO16", "method": "ωB97M-V/def2-TZVPD", "e_above_lowest_kcal_mol": 106.6, "spin_multiplicity": 1, "energy_ha": -1431.496050, "homo_energy_ha": -0.236, "charge": -1, "e_lumo_ev": 2.46, "homo_lumo_gap_ev": 8.9, "symbols": ["H", "H", "O", "H", "O", "O", "H", "O", "O", "H", "O", "H", "H", "O", "H", "H", "H", "H", "O", "H", "H", "H", "H", "H", "H", "H", "O", "H", "H", "H", "C", "H", "C", "O", "H", "H", "H", "C", "N", "O", "O", "H", "H", "C", "H", "O", "H", "H", "H", "H", "O", "O", "H", "H", "O"], "positions_angstrom": [[-0.58515, -2.28812, 0.24354], [-2.17055, 1.58747, -0.67448], [-4.82166, -0.53094, -0.21218], [-3.10905, 2.66608, -0.32792], [-0.48334, -2.30614, 3.94188], [-1.49028, 2.09522, 3.02257], [2.46308, -0.96008, 1.65224], [0.00336, 0.92056, -4.93688], [-2.26066, 2.58156, -0.79439], [2.48276, 0.88778, 3.29566], [0.59537, 2.47092, -2.65623], [-1.21297, -1.87955, 3.45661], [3.32452, 0.52812, 1.14963], [1.68997, 0.85039, -0.88778], [-2.09721, 1.46614, 2.60746], [0.71789, -2.41746, -4.14199], [0.99361, -0.96586, -4.19831], [-0.90195, 0.57151, -1.36869], [0.37729, -1.59652, -3.78041], [-4.71956, -0.39060, -1.17000], [3.17313, -1.36668, -2.14252], [3.90982, 0.61104, -1.75953], [-3.84811, -0.52539, -0.03683], [-1.18224, 2.66382, 2.28138], [-0.87198, 4.04434, 0.23881], [-0.00811, 1.67528, -4.31791], [1.98924, -3.17298, 2.24787], [-2.53650, -0.52707, 1.39539], [-0.16540, 0.07377, -4.51745], [0.62415, 1.91252, -1.84587], [1.42262, 0.15639, 0.13189], [-0.39417, 2.65494, 0.31586], [1.74774, 0.89534, 2.50832], [-0.42560, 3.46411, 0.84960], [1.23105, -3.77153, 2.28034], [-3.44121, -1.48599, 2.50251], [1.63894, -2.27892, 2.38769], [-1.00974, -0.23067, -0.61530], [0.19446, -0.37716, 0.25514], [3.72631, 0.45511, -2.69719], [3.11632, -2.10755, -1.50425], [-0.18965, 0.98161, 3.05807], [-0.66306, -2.85145, -1.09552], [2.35144, 0.08615, 1.31881], [-0.08710, -1.59334, 4.44298], [-2.62526, -1.01854, 2.29020], [1.52498, 1.93647, 2.20579], [3.22538, -2.91943, -1.99669], [-0.32578, 2.72611, -2.77416], [-1.30799, -1.11072, -1.16143], [-0.86649, -3.10737, -0.18907], [-2.02872, 0.16313, 0.21626], [-0.10763, -0.58839, 1.20434], [2.87649, 0.92089, -2.67003], [0.53724, 0.32169, 2.97219]], "forces_ev_per_a": [[0.0, -0.6, 0.4], [-0.1, 0.6, 0.5], [1.2, 0.1, -0.9], [0.3, 0.3, -0.2], [-0.3, -0.3, -0.1], [0.1, 0.1, -0.2], [0.2, 0.6, -0.4], [0.1, 0.5, -1.0], [-0.9, -0.7, -0.4], [0.3, 0.1, 0.4], [-0.3, 0.2, 0.1], [0.1, 0.0, -0.1], [0.1, -0.1, -0.6], [0.3, -0.9, 1.3], [0.0, -0.1, 0.0], [-0.2, -0.4, 0.1], [0.0, -0.1, 0.5], [1.0, -0.4, 0.0], [0.6, 0.3, -0.5], [-0.7, -0.1, 0.3], [0.1, -0.3, 0.2], [0.5, -0.3, 0.0], [-0.4, 0.1, 0.5], [-0.2, -0.1, 0.2], [-0.4, 0.3, -0.2], [0.3, -1.2, 0.1], [0.2, 0.1, -0.1], [0.0, -0.7, 0.2], [-0.7, 0.6, 0.5], [0.3, 0.0, -0.5], [-0.6, 1.6, -1.7], [-0.1, 0.1, 0.2], [-1.0, 0.2, -0.7], [0.9, -0.3, 0.4], [0.0, 0.5, 0.1], [0.1, 0.4, -0.7], [-0.4, -0.8, 0.2], [-0.5, 1.8, 0.5], [0.0, -0.7, 0.0], [-0.3, 0.4, 0.4], [0.0, 0.5, 0.0], [0.3, 0.1, 0.0], [0.0, -0.5, -0.2], [-1.0, -0.3, 1.1], [0.1, 0.3, -0.1], [0.3, -0.1, 1.1], [0.5, -0.3, 0.0], [0.0, -0.1, -0.2], [-0.1, 0.2, 0.4], [0.5, -0.5, -0.2], [0.2, 0.1, -0.1], [-0.6, 0.3, -0.5], [0.2, 0.0, 0.1], [-0.2, -0.1, -0.6], [0.4, -0.5, 0.2]]}